99
Properties=species:S:1:pos:R:3:forces:R:3 method="wB97M-V/def2-TZVPD" lumo_energy_ev="-11.71 / -11.72" e_homo_ev="-15.329 / -15.316" total_charge=+3 gap_ha="0.1329 / 0.1321" e_tot_ha=-3562.0542
Pb 12.55053 11.97558 15.38694 -1.355 -0.067 -1.431
Cl 18.42170 8.97410 19.50939 -0.587 0.589 0.218
C 16.95064 9.70210 19.00998 0.294 -1.570 -1.155
C 16.39997 10.87001 19.60432 -1.065 0.956 -0.010
C 15.29822 11.47883 19.04491 1.131 0.680 0.828
C 14.69413 11.02000 17.82310 -0.732 2.821 -1.115
O 13.97361 11.82688 17.09966 2.258 -2.389 3.123
C 15.15552 9.71049 17.38207 0.270 -0.589 -2.145
C 14.53687 9.01106 16.31078 -0.043 -0.821 -0.373
N 13.36905 9.31175 15.78491 0.118 0.095 0.563
C 12.67375 8.41966 15.01634 0.790 -0.226 -0.721
C 13.28616 7.27359 14.44144 -0.539 0.129 0.094
C 12.51913 6.26037 13.86654 -0.098 0.693 -0.077
C 11.14959 6.44090 13.72784 0.867 0.446 0.767
C 10.51843 7.63058 14.16174 -0.468 0.150 -0.228
C 9.12300 7.82424 13.97258 -0.011 0.950 0.652
C 8.56170 9.02308 14.41791 -0.708 -0.900 -0.435
C 9.37825 9.94159 15.07792 0.688 0.033 -0.017
N 10.69672 9.79499 15.24896 -0.278 0.219 -0.119
C 11.26872 8.66413 14.78501 -0.048 -0.278 0.219
C 16.30900 9.12227 17.93221 0.320 -0.564 0.420
H 16.85964 11.31642 20.48689 -0.016 -0.159 -0.260
H 15.04596 12.46172 19.44313 -0.395 -0.333 -0.143
H 15.09685 8.10269 15.98978 -0.585 0.504 0.400
H 14.37137 7.22100 14.43187 -0.227 -0.279 0.094
H 12.97022 5.35954 13.48816 0.192 -0.081 -0.051
H 10.57677 5.64290 13.32193 -0.560 -0.408 -0.399
H 8.52503 7.02048 13.55098 0.038 0.250 -0.102
H 7.47940 9.25898 14.29497 1.040 -0.380 0.150
H 8.93192 10.83089 15.50616 0.092 0.133 -0.076
H 16.68249 8.16457 17.50154 -0.299 0.971 0.409
N 14.19290 11.86292 7.68699 0.617 0.855 -0.230
C 12.98103 11.45222 8.14498 -1.924 0.055 -1.856
O 11.97587 11.26483 7.42078 2.650 0.160 1.878
C 12.88828 11.33159 9.64161 -0.672 -0.078 0.380
C 11.58289 11.30126 10.14646 0.136 -0.144 -0.004
C 11.39517 11.37521 11.51384 -0.071 0.179 -0.068
N 12.41130 11.45493 12.38232 -0.097 0.152 0.553
C 13.64873 11.42869 11.90109 0.364 -0.408 -0.565
C 13.95315 11.33625 10.54339 0.021 0.079 -0.427
H 14.25386 12.11229 6.69238 -0.171 -0.284 0.671
H 14.79444 12.43840 8.30098 -0.643 -0.808 -0.643
H 10.74931 11.20122 9.45032 0.244 0.227 0.186
H 10.39224 11.44032 11.92928 0.096 -0.192 -0.001
H 14.45708 11.44954 12.61410 0.213 0.096 0.262
H 14.99387 11.25610 10.18485 -0.636 0.163 0.389
C 21.73366 13.93272 18.78531 0.031 -0.217 0.290
C 21.77695 13.11441 17.47676 0.397 -0.017 0.797
C 20.46607 12.37946 17.12523 0.237 0.184 -1.163
C 19.35795 13.33257 16.64938 -0.121 0.216 0.310
N 18.18669 12.62027 16.13370 -0.271 -1.356 -0.034
C 18.11747 11.91918 14.95211 0.711 1.457 0.663
S 16.88794 10.74558 14.83292 -0.558 -0.150 0.541
N 18.95350 12.21166 13.93392 -0.236 1.225 2.023
C 18.60178 11.82365 12.59191 0.017 0.348 -1.269
C 18.71030 10.32940 12.37624 0.231 -0.568 -0.465
C 19.87203 9.63224 13.07092 0.367 0.265 -0.369
C 21.18226 10.13214 12.47303 0.232 -0.072 0.197
H 22.72988 14.10852 19.23053 -0.340 0.008 -0.580
H 21.22401 13.32880 19.53111 -0.260 0.013 0.272
H 21.22404 14.90205 18.71763 0.067 -0.250 -0.137
H 22.57717 12.36421 17.62014 -0.394 0.270 -0.344
H 22.08713 13.79277 16.67505 -0.075 -0.344 -0.187
H 20.07897 11.75216 17.93887 0.205 0.217 0.071
H 20.65121 11.68885 16.27003 0.072 0.270 0.513
H 19.69651 14.03820 15.87860 0.113 -0.081 0.304
H 18.95175 13.91466 17.49433 0.380 0.046 -0.403
H 17.63391 12.21214 16.90531 0.268 0.232 -1.047
H 19.63793 12.99221 14.08012 -1.030 -1.176 -0.218
H 19.24065 12.39803 11.89630 -0.156 -0.351 0.440
H 17.55962 12.12652 12.38185 0.383 0.107 0.138
H 18.80651 10.13941 11.30369 -0.064 0.104 -0.040
H 17.77035 9.89233 12.66532 -0.387 -0.395 0.121
H 19.84543 8.56873 12.84751 -0.405 -0.166 0.267
H 19.82999 9.79026 14.16137 0.086 -0.243 -0.344
H 21.10780 10.22957 11.39993 -0.156 -0.069 -0.438
H 22.01949 9.45896 12.64486 0.012 0.044 0.266
H 21.44002 11.11348 12.83675 0.261 0.417 0.270
I 10.52527 13.11109 17.96562 -0.037 -0.033 0.173
C 9.69004 14.11255 16.32124 0.674 0.083 -0.239
C 8.60558 14.98846 16.44370 0.849 -1.027 0.063
C 8.07258 15.46452 15.27273 -0.247 0.386 -1.171
C 8.71627 15.16024 14.05262 0.108 0.057 1.204
C 9.86481 14.39503 14.08002 0.014 -0.520 -0.312
N 10.35526 13.81991 15.20018 -0.872 0.487 -0.012
H 8.22783 15.21497 17.42007 -0.344 0.079 0.211
H 7.15833 16.07158 15.27861 0.500 -0.193 0.020
H 8.37162 15.53991 13.11758 -0.308 0.197 -0.390
H 10.37914 14.14673 13.14801 -0.017 0.144 0.291
N 13.59748 16.57117 12.19655 -0.105 -1.330 -0.412
C 14.93290 16.17714 12.66947 -0.254 -0.354 -0.247
C 14.80186 14.84233 13.46439 2.066 -1.171 0.080
O 15.69103 13.98722 13.52879 -2.131 1.750 -0.089
O 13.63112 14.67773 14.13602 0.636 0.068 -0.343
H 13.35156 16.07730 11.31126 0.293 0.771 1.028
H 13.45857 17.55670 12.07920 0.166 0.354 -0.090
H 13.10403 15.46649 13.90233 -0.317 0.104 -0.210
H 15.33133 16.95274 13.35069 -0.169 -0.442 -0.247
H 15.66782 16.02344 11.84996 -0.334 -0.005 0.643

92
Properties=species:S:1:pos:R:3:forces:R:3 method="wB97M-V/def2-TZVPD" lumo_energy_ev="2.04 / 2.04" e_homo_ev="-2.793 / -3.078" spin_multiplicity=5 total_charge=-1 gap_ha="0.1776 / 0.1880" e_tot_ha=-3779.7504
Cr -0.69566 -0.44080 -0.64148 1.444 -0.085 0.075
C 0.46665 3.32852 3.57199 0.001 0.024 -0.014
C 0.58740 3.06225 2.07211 0.023 -0.015 -0.017
C 1.74410 3.86764 1.47078 0.007 -0.017 0.020
C -0.69625 3.34895 1.30677 0.029 -0.019 0.005
C -1.16857 4.65338 1.29417 -0.064 0.058 -0.035
C -2.19714 5.04569 0.45155 0.052 -0.060 0.042
C -2.71649 4.11037 -0.42775 0.045 -0.007 0.005
C -2.28981 2.78668 -0.43820 -0.001 -0.018 -0.010
C -2.87488 1.88253 -1.50687 -0.144 -0.090 -0.157
C -4.40656 1.84001 -1.47534 0.032 0.006 -0.002
C -2.38377 2.30720 -2.89436 -0.031 0.028 0.015
C -1.31937 2.36023 0.50136 0.100 0.049 -0.050
N -0.97285 1.02206 0.63251 -0.216 -0.025 -0.087
C -0.85225 0.51148 1.92680 -0.241 -0.117 0.041
C -0.36008 -0.72108 2.12848 -0.309 0.105 0.086
N 0.01427 -1.51634 1.04288 -0.438 -0.005 -0.396
C 0.77510 -2.63420 1.30879 0.107 0.097 -0.075
C 1.79755 -2.62023 2.30247 -0.004 -0.046 0.025
C 2.41129 -3.80660 2.68434 0.003 0.038 0.006
C 2.13165 -5.01074 2.06314 -0.006 -0.041 -0.014
C 1.25944 -4.99612 0.98408 0.055 0.005 0.040
C 0.60058 -3.84438 0.57833 -0.099 0.116 0.039
C -0.29675 -3.97484 -0.63926 0.079 -0.082 -0.105
C -1.78913 -3.92362 -0.32633 0.039 0.039 0.069
C 0.07065 -3.05634 -1.80950 0.037 -0.021 -0.146
C 2.36992 -1.32066 2.85171 0.012 0.013 -0.011
C 2.27342 -1.21150 4.37328 0.012 -0.015 -0.019
C 3.82288 -1.15495 2.39419 -0.007 0.009 -0.002
H 1.39763 3.06948 4.08239 0.003 -0.003 0.011
H -0.34004 2.74237 4.01365 0.004 -0.013 0.003
H 0.26218 4.38418 3.77057 -0.009 0.003 0.000
H 0.83631 2.01096 1.94080 -0.023 0.013 -0.003
H 1.58845 4.94352 1.58399 -0.012 0.001 0.001
H 1.84684 3.65087 0.40652 0.004 0.004 -0.002
H 2.68324 3.60921 1.96736 0.014 0.004 -0.008
H -0.69064 5.39020 1.93160 -0.005 0.012 0.001
H -2.55784 6.06667 0.45000 -0.001 0.009 0.005
H -3.48072 4.41849 -1.13258 -0.001 0.002 -0.010
H -2.54237 0.84440 -1.36829 0.047 0.163 0.214
H -4.83912 2.80276 -1.75816 0.022 0.020 0.028
H -4.77334 1.57661 -0.48341 -0.020 0.007 0.001
H -4.77420 1.09528 -2.18525 -0.011 -0.015 0.011
H -2.70208 3.32962 -3.11496 -0.007 0.001 -0.002
H -2.79558 1.64893 -3.66433 0.011 -0.011 -0.008
H -1.29722 2.25759 -2.94794 0.003 0.002 -0.010
H -1.31537 1.05464 2.74510 0.124 0.096 0.006
H -0.38292 -1.13921 3.13168 0.100 -0.106 -0.052
H 3.16728 -3.77465 3.46291 -0.005 -0.006 0.005
H 2.61860 -5.92658 2.37345 0.003 -0.008 -0.003
H 1.07584 -5.91491 0.43482 0.007 0.002 -0.005
H -0.09026 -4.98254 -1.01666 -0.029 0.002 0.025
H -2.04837 -2.96249 0.11388 -0.026 0.024 0.008
H -2.05125 -4.70890 0.38691 -0.015 -0.002 -0.021
H -2.38280 -4.06606 -1.23366 -0.022 0.000 0.004
H -0.47060 -2.10345 -1.88177 -0.155 -0.011 0.118
H -0.20102 -3.53872 -2.75249 0.026 0.014 -0.014
H 1.13310 -2.82014 -1.84788 0.000 0.008 0.058
H 1.80744 -0.49356 2.42482 0.026 -0.001 0.004
H 2.86532 -1.98930 4.86365 -0.007 -0.007 0.004
H 1.24129 -1.31353 4.70972 -0.012 0.009 0.011
H 2.64947 -0.24347 4.71349 0.003 0.003 0.003
H 4.46373 -1.94281 2.79793 0.003 -0.003 0.005
H 4.21980 -0.19233 2.72687 0.008 0.010 0.000
H 3.88763 -1.19320 1.30573 0.006 -0.004 -0.002
S -3.83875 -0.88976 0.78155 -0.267 -0.047 0.040
C -4.13343 -2.30748 1.55406 0.346 0.151 -0.126
N -4.96553 -3.29046 1.14690 -0.112 -0.062 0.155
C -5.23284 -4.34678 2.10781 -0.021 0.029 0.034
C -3.93998 -4.48634 2.89803 -0.030 -0.065 0.020
S -3.29909 -2.79110 3.02248 -0.016 -0.021 -0.081
H -5.63815 -3.05607 0.43453 0.069 0.040 -0.071
H -5.50005 -5.26709 1.58782 0.026 -0.013 0.028
H -6.05193 -4.06606 2.78092 -0.022 -0.006 -0.046
H -3.21321 -5.10059 2.36750 0.008 0.007 -0.002
H -4.11074 -4.90421 3.88774 0.011 0.024 0.001
F 5.36133 4.52397 -6.30125 -0.024 0.152 0.064
C 5.25893 3.18768 -6.46206 0.019 0.029 -0.048
F 6.49346 2.68837 -6.28616 0.122 -0.094 0.068
F 4.95785 3.00494 -7.76656 -0.082 -0.053 -0.135
C 4.24471 2.57938 -5.55351 -0.064 -0.060 0.082
C 4.59273 1.59433 -4.63974 0.019 0.033 -0.039
C 3.62905 1.04825 -3.81091 -0.042 -0.010 0.018
C 2.29603 1.47204 -3.87428 0.114 0.011 -0.035
C 1.96513 2.46929 -4.80348 -0.049 -0.012 0.027
C 2.92518 3.01518 -5.63100 0.041 0.008 -0.022
C 1.30883 0.90278 -3.01711 -0.052 -0.078 -0.025
C 0.47068 0.40798 -2.27973 -0.564 -0.116 0.368
H 5.61747 1.25487 -4.57617 0.002 0.000 0.003
H 3.89549 0.28182 -3.09589 0.000 0.002 0.004
H 0.93837 2.80546 -4.85933 0.002 0.008 -0.001
H 2.65470 3.78507 -6.34321 -0.008 0.002 0.003

Q: Which energy above the lowest of the compared OMol25 structures with the same formula, charge and spin values were calculated for the entries above? A: 45.68, 13.85, in kcal/mol.